{
  "formula": "C32H55CeNP2Si",
  "method": "ωB97M-V/def2-TZVPD",
  "e_lumo_ev": [-7.436, -7.430],
  "e_tot_ha": -2753.89768,
  "e_homo_ha": [-0.4743, -0.4744],
  "largest_force_ev_per_a": 3.84,
  "multiplicity": 1,
  "total_charge": 2,
  "orbital_gap_ha": [0.201, 0.201],
  "symbols": ["Ce", "C", "C", "C", "C", "C", "C", "H", "H", "H", "C", "H", "H", "H", "C", "H", "H", "H", "C", "H", "H", "H", "C", "H", "H", "H", "C", "C", "C", "C", "C", "C", "C", "C", "H", "H", "H", "H", "H", "H", "H", "H", "H", "H", "H", "H", "P", "C", "C", "P", "C", "C", "C", "H", "H", "H", "H", "H", "H", "H", "H", "H", "H", "H", "H", "H", "H", "C", "Si", "C", "C", "N", "C", "C", "C", "C", "C", "C", "H", "H", "H", "H", "H", "H", "H", "H", "H", "H", "H", "H", "H", "H"],
  "xyz": [[-0.12945, -0.40796, 1.60356], [-1.04324, -2.70181, 2.33645], [0.27650, -2.91359, 1.79570], [0.49089, -1.70062, 3.76806], [-0.90442, -1.95379, 3.54930], [1.22721, -2.26473, 2.67357], [-2.31234, -3.30625, 1.83504], [-2.21112, -3.65027, 0.80089], [-3.14801, -2.59446, 1.88541], [-2.60845, -4.17893, 2.43665], [-1.99153, -1.54509, 4.47716], [-2.93006, -2.04372, 4.21791], [-2.14673, -0.45408, 4.46497], [-1.75157, -1.82447, 5.51032], [1.05817, -1.11257, 5.01447], [0.73058, -1.67901, 5.89638], [0.73219, -0.07492, 5.16503], [2.15118, -1.13505, 4.99562], [2.71602, -2.36826, 2.61115], [3.07713, -3.08641, 3.36742], [3.20247, -1.40379, 2.82150], [3.05030, -2.71614, 1.62724], [0.62940, -3.87371, 0.71070], [0.87334, -4.85502, 1.15505], [1.50680, -3.55330, 0.13146], [-0.20197, -4.03304, 0.01340], [-1.80805, 0.39511, -5.20468], [-1.93611, -0.93408, -5.33600], [-1.12361, -1.83870, -6.21039], [0.30811, -1.36428, -6.55267], [1.12333, -0.89776, -5.38476], [1.21580, 0.36067, -4.92358], [0.46581, 1.55231, -5.42457], [-0.93058, 1.28574, -6.02915], [-1.65629, -2.02426, -7.15869], [0.27324, -0.61693, -7.35716], [-1.05217, -2.82109, -5.71607], [-0.83301, 0.92043, -7.06037], [-2.47986, 0.94566, -4.53564], [-2.79965, -1.43073, -4.87329], [-1.43743, 2.26395, -6.08746], [0.35332, 2.26724, -4.59345], [1.99850, 0.61680, -4.19919], [1.06899, 2.07363, -6.18716], [0.82775, -2.24500, -6.96766], [1.77013, -1.68199, -4.96926], [-1.40759, -0.79392, -1.06699], [-2.85368, 0.16226, -1.63783], [-1.52521, -2.20405, -2.22328], [1.52133, -0.10307, -0.90095], [-0.03739, 0.16850, -1.88788], [2.39867, -1.29351, -1.96683], [2.44930, 1.43538, -1.25240], [-2.97734, 1.07133, -1.03616], [-3.74228, -0.47123, -1.52072], [-2.73844, 0.42881, -2.69671], [-1.54397, -1.85084, -3.26779], [-2.47132, -2.72816, -2.02100], [-0.68190, -2.89596, -2.09865], [2.45988, 1.65770, -2.32815], [3.48080, 1.29544, -0.89752], [2.00267, 2.27887, -0.70575], [-0.29301, 1.23496, -1.90251], [0.09190, -0.17285, -2.92585], [3.41179, -1.40898, -1.55634], [2.47482, -0.95305, -3.01226], [1.89051, -2.26521, -1.95363], [-2.79491, 1.63352, 2.04591], [-1.41339, 2.64913, 2.81178], [-1.33202, 4.29726, 1.93727], [-1.73378, 2.95015, 4.62829], [0.09405, 1.74477, 2.58943], [1.31300, 2.27980, 2.99478], [2.51334, 1.54844, 2.76161], [3.72506, 2.02752, 3.25373], [3.79377, 3.24872, 3.93645], [2.62585, 3.99801, 4.12573], [1.40047, 3.52657, 3.65927], [-3.70595, 2.00131, 2.53887], [-2.77918, 0.53478, 2.18768], [-2.89520, 1.85383, 0.97367], [-2.17737, 4.93871, 2.21814], [-0.41746, 4.86346, 2.13883], [-1.37169, 4.13346, 0.85426], [-2.11134, 2.04500, 5.12261], [-0.84317, 3.27006, 5.18356], [-2.48982, 3.74192, 4.73604], [2.47722, 0.60666, 2.18337], [4.61714, 1.42538, 3.08977], [4.74580, 3.61842, 4.31912], [2.65368, 4.95157, 4.64452], [0.50489, 4.12338, 3.83125]],
  "forces_ev_per_a": [[0.093, 3.775, 0.687], [0.994, -0.305, 0.578], [-0.001, -0.033, 1.302], [-0.451, -0.844, -0.397], [0.960, -0.370, -0.467], [-1.119, -0.784, 0.396], [-0.405, 0.064, -0.275], [-0.072, 0.086, 0.162], [0.124, -0.181, -0.067], [0.190, 0.239, -0.067], [-0.395, 0.173, 0.127], [0.091, 0.197, 0.048], [-0.062, -0.254, 0.104], [0.040, 0.087, -0.201], [0.197, 0.442, 0.112], [0.002, 0.023, -0.250], [0.123, -0.135, 0.004], [-0.179, 0.094, 0.028], [0.391, 0.151, -0.137], [-0.147, 0.229, -0.281], [-0.066, -0.324, -0.028], [-0.005, 0.060, 0.223], [0.110, -0.145, -0.486], [-0.076, 0.354, -0.145], [-0.203, -0.094, 0.153], [0.194, 0.029, 0.145], [-0.477, -0.488, -0.125], [-0.572, 0.644, -0.164], [0.256, -0.186, -0.184], [-0.211, -0.461, -0.459], [0.475, 0.472, 0.285], [0.473, -0.624, -0.512], [-0.231, 0.389, -0.166], [0.288, 0.518, -0.107], [0.072, 0.007, 0.301], [0.149, -0.273, 0.352], [-0.067, 0.202, -0.104], [-0.161, 0.139, 0.427], [0.048, -0.348, -0.260], [0.374, 0.259, 0.147], [0.197, -0.345, -0.155], [0.060, -0.122, -0.160], [-0.307, -0.296, -0.103], [-0.080, -0.080, 0.279], [-0.177, 0.396, -0.006], [-0.149, 0.403, 0.060], [-0.110, 0.461, -1.647], [-0.364, 0.035, 0.355], [-0.046, -0.582, 0.249], [-0.039, 0.561, -1.398], [0.015, -0.218, 0.782], [0.351, -0.407, 0.225], [0.187, 0.108, 0.480], [-0.063, -0.206, -0.234], [0.071, 0.270, -0.003], [0.045, -0.173, 0.387], [0.079, 0.084, 0.576], [0.343, -0.043, -0.045], [-0.259, 0.079, 0.003], [-0.052, -0.153, 0.309], [-0.246, 0.182, -0.112], [0.180, -0.205, -0.153], [0.048, -0.117, 0.095], [-0.051, 0.140, 0.224], [-0.220, -0.157, -0.166], [-0.126, 0.020, 0.576], [0.172, 0.135, 0.002], [0.094, -0.150, -0.257], [0.575, 0.654, 0.433], [-0.110, -0.005, -0.329], [-0.174, -0.233, 0.190], [-0.923, -2.247, -1.226], [0.962, 0.144, 0.152], [-0.660, 0.694, 0.385], [-0.053, -0.087, -0.126], [-0.243, -0.041, -0.016], [0.106, -0.446, -0.238], [0.306, -0.379, -0.070], [0.054, -0.282, -0.162], [-0.159, 0.199, 0.059], [-0.033, -0.107, 0.258], [0.092, -0.161, -0.097], [-0.177, -0.155, -0.017], [-0.047, 0.143, 0.038], [-0.011, 0.192, -0.005], [-0.235, -0.108, -0.185], [0.113, -0.242, 0.016], [0.112, 0.345, 0.257], [-0.053, 0.257, 0.075], [-0.277, -0.166, -0.154], [0.096, -0.138, -0.069], [0.438, -0.238, -0.029]],
  "lowdin_charge": [1.082, -0.303, -0.315, -0.275, -0.283, -0.313, -0.006, 0.078, 0.095, 0.118, 0.016, 0.098, 0.088, 0.111, 0.016, 0.111, 0.101, 0.095, 0.001, 0.121, 0.080, 0.089, -0.002, 0.123, 0.078, 0.075, -0.113, -0.142, -0.173, -0.182, -0.099, -0.151, -0.176, -0.180, 0.130, 0.111, 0.113, 0.111, 0.092, 0.110, 0.122, 0.108, 0.078, 0.131, 0.122, 0.104, 0.802, -0.230, -0.232, 0.800, -0.493, -0.237, -0.234, 0.033, 0.067, 0.029, 0.019, 0.066, 0.043, 0.049, 0.063, 0.056, 0.075, 0.034, 0.063, 0.029, 0.043, -0.147, 0.405, -0.148, -0.147, -0.212, -0.350, -0.058, -0.070, -0.062, -0.046, -0.046, 0.070, 0.018, 0.025, 0.054, 0.035, 0.036, 0.031, 0.038, 0.054, 0.068, 0.112, 0.115, 0.118, 0.075]
}